(1)
A molecular structure, C39H44BHgN6O5S2, computed with ωB97M-V/def2-TZVPD.

## Properties
Orbital gap (alpha / beta), eV: 5.94 / 7.56
E_LUMO (alpha / beta), Ha: 0.0106 / -0.0073
Molar mass, g mol⁻¹: 952.35
HOMO energy (alpha / beta), eV: -5.65 / -7.76
Spin multiplicity: 2
Total energy, hartree: -3191.88121

Structure (XYZ):
```
98
Properties=species:S:1:pos:R:3:forces:R:3
H -0.28789 3.90855 -1.80263 0.0 0.0 0.0
H 2.88171 1.65939 -4.54176 0.0 0.1 0.0
C 1.46597 2.33575 -3.09757 0.0 0.0 -0.1
H -2.30743 1.34667 -2.75237 0.1 0.0 0.1
C 3.02031 2.82458 1.27114 -0.3 0.0 0.1
C -4.00796 4.46143 -0.08312 -0.2 0.0 0.1
H 1.37411 3.33412 -3.50628 0.0 0.0 0.0
N -0.83359 2.59713 -0.23701 0.3 0.5 -0.1
H 3.09938 -0.60414 -3.46726 -0.1 0.0 0.0
C 1.14849 -6.88299 3.13503 0.1 0.0 0.1
H -1.62154 -3.64819 -1.18375 0.0 0.0 0.0
H 4.64797 -0.63235 2.28534 0.0 0.0 -0.1
C -5.04718 0.64826 -1.15645 0.0 0.1 -0.2
H 4.22280 5.95099 0.83981 0.0 0.0 0.0
C -0.75360 -5.62499 2.36429 0.1 -0.1 0.0
H 3.07699 -6.01924 2.75501 0.0 0.0 0.0
H 3.17267 1.21740 -0.13592 -0.1 0.0 0.0
H -4.57547 -0.65200 3.66101 0.0 0.0 -0.1
H 1.62955 -1.13566 -1.53553 0.0 0.0 0.0
C -2.36403 -1.99259 -3.93480 0.1 0.0 0.1
C 4.12840 3.00854 -0.83904 0.1 0.0 0.0
O 1.08402 1.05254 1.63707 0.2 -0.5 0.2
C -2.33729 2.99970 1.56646 0.2 0.0 -0.1
C 3.36006 0.84953 3.15243 -0.4 0.0 0.0
H -0.34521 -0.07844 3.25488 0.1 0.0 -0.1
H 4.53638 -3.06461 2.43490 0.0 0.0 0.0
C 3.49167 -3.06313 2.75055 0.0 0.0 -0.1
C -2.39404 -0.41037 4.08220 0.0 0.0 -0.1
H -4.68784 5.03185 -0.70275 0.1 0.0 -0.1
O 1.66315 -2.42128 0.86537 -0.3 0.3 -0.3
S 1.98656 1.91407 2.43869 1.1 0.2 0.2
C -4.47562 4.02759 1.15546 0.3 0.0 -0.1
H -1.65194 2.48184 2.22243 0.0 -0.1 0.0
H -3.09172 -1.20249 -3.74360 0.0 0.0 0.0
C -3.55893 -0.50155 3.33907 0.1 0.1 0.1
H -2.33601 -2.20965 -5.00159 -0.1 0.0 0.0
H -0.89078 -7.50290 3.38244 0.0 0.0 0.0
H -2.80603 -2.31906 -1.09088 0.0 0.0 0.0
C -0.22659 -6.73814 3.00179 -0.1 0.0 0.0
C 0.10134 -4.66269 1.84728 0.0 0.2 -0.1
C -2.75785 4.09703 -0.53577 0.2 -0.1 0.0
H 2.96988 4.58866 2.48697 0.0 0.0 0.0
N -1.93342 -0.21481 1.90434 0.3 -0.3 0.0
H -4.25337 -1.82132 0.60286 0.0 -0.1 0.1
H -3.73026 -3.42558 -2.97934 0.0 0.0 0.0
C 3.11433 -1.70530 3.34528 -0.1 0.1 -0.3
H 4.44471 2.56305 -1.77259 0.0 0.0 0.0
H -5.37996 -0.34495 1.34939 -0.1 0.0 0.0
H 2.03199 -1.65791 3.48080 -0.1 0.0 0.0
C 1.46668 -4.79739 2.00980 0.2 0.1 -0.1
C 4.41273 4.34056 -0.56822 0.0 0.0 0.0
H -0.20295 -2.17032 -3.87535 0.0 0.0 0.0
N 0.75356 0.71534 -1.46181 0.0 0.3 -0.1
C -0.99922 -1.57978 -3.40210 0.0 0.0 -0.2
N -3.26059 -0.38450 2.03976 -0.1 0.2 0.0
H -5.00410 1.67089 -3.11435 0.0 0.0 0.0
C 2.41770 0.13604 -3.07407 0.0 0.0 0.1
C -2.05950 -2.80478 -1.72429 -0.1 0.0 0.1
B -4.30498 -0.64830 0.90698 0.2 -0.3 -0.2
C 3.30560 4.15186 1.55398 -0.1 0.0 0.1
H -2.44477 4.37398 -1.53403 -0.1 -0.1 0.0
H 3.04604 -0.56166 1.54328 0.0 0.0 -0.1
C 1.61137 -0.15427 -1.99766 0.2 -0.4 0.0
C 2.30704 1.41631 -3.65700 -0.1 0.0 0.1
H 4.25564 1.46494 3.09578 -0.1 0.1 0.1
H 4.94506 4.93620 -1.29821 0.0 0.0 0.0
H -2.28587 -0.48378 5.14956 0.0 0.1 0.0
O -1.02624 -1.85319 -2.00470 0.1 0.0 0.0
N -2.87425 0.41911 -0.95558 -0.4 -0.1 -0.3
C -5.90304 4.24599 1.49110 0.0 0.0 0.0
S 2.53577 -3.56136 1.22998 0.2 -0.2 0.7
H 3.07624 0.74239 4.20101 0.1 0.0 0.0
H -3.89645 3.07816 3.00876 0.0 0.0 0.0
H -5.83308 2.57286 2.41720 0.0 0.0 -0.1
O -6.45856 3.29507 2.28526 -0.1 0.1 0.1
H -0.77119 -0.52279 -3.55070 0.0 0.0 0.0
C -3.59593 3.34177 2.00005 -0.2 0.1 0.0
H -1.82275 -5.50105 2.25780 0.0 0.0 0.0
C 3.58135 -0.51881 2.49340 -0.2 0.1 -0.1
H -2.16345 -4.09939 -3.46153 0.0 0.0 0.0
C 2.00420 -5.90891 2.64642 0.0 0.0 0.0
C -1.40143 -0.22767 3.12729 0.0 0.0 0.1
O -6.57367 5.15587 1.08619 0.0 0.0 0.0
C -4.48843 1.20133 -2.29551 -0.1 -0.1 0.1
H -6.07964 0.53079 -0.87426 0.0 0.0 0.1
H 1.55878 -7.75591 3.62555 0.0 0.0 0.0
C 0.68653 1.99796 -1.96129 -0.1 -0.1 0.1
Hg -0.79081 0.29412 0.04420 -0.1 -0.4 0.2
C -3.11808 1.03316 -2.11284 0.0 0.1 0.0
N -4.06094 0.19341 -0.37119 -0.3 0.2 0.1
H 3.57687 -1.64305 4.33452 0.0 -0.1 0.0
C -2.66596 -3.21457 -3.06620 0.1 0.1 0.0
H -0.27686 -3.80517 1.31255 -0.1 0.2 0.0
C 3.42509 2.24670 0.08001 0.0 -0.1 -0.1
H 3.34651 -3.85642 3.48109 0.1 0.0 0.0
C 4.00448 4.91268 0.62847 0.1 0.0 0.0
C -1.92748 3.27421 0.24721 -0.4 0.2 0.0
C -0.18461 2.92577 -1.34567 0.0 0.0 0.1
```
Positions in Å, forces in eV/Å.



(2)
A molecular structure, C39H44BiN3OS3Sb2, computed with ωB97M-V/def2-TZVPD.

## Properties
Orbital gap (alpha / beta), eV: 5.60 / 5.60
E_LUMO (alpha / beta), Ha: -0.2441 / -0.2441
Charge: +2
Molar mass, g mol⁻¹: 1119.50
HOMO energy (alpha / beta), eV: -12.24 / -12.24
ΔE to the lowest compared entry with this formula, charge and spin, eV: 1.393
Total energy, hartree: -3641.06925

Structure (XYZ):
```
93
Properties=species:S:1:pos:R:3:forces:R:3
C 3.02178 -1.49579 -3.85755 0.1 0.0 0.0
C 0.94715 -3.61068 -1.05290 0.0 0.0 -0.1
H -0.40867 -2.34810 -4.49109 0.0 0.0 0.0
C -0.54975 -3.16120 0.77548 -0.4 0.0 0.0
H 0.30565 0.73313 4.24497 0.0 0.0 0.0
H -1.07070 3.13182 3.08757 0.0 0.0 0.0
C 1.21803 4.26621 -2.25479 0.0 0.0 0.0
C 4.97580 -0.63842 -2.72592 0.0 0.0 -0.1
H 1.91060 -3.47741 -1.54061 0.0 0.0 0.0
C 5.25542 -5.60306 2.14578 0.0 0.0 0.0
H 1.34413 3.26579 -5.48910 0.0 0.0 0.0
H -1.22994 -0.74526 6.45468 0.0 0.0 0.0
C 1.38143 3.20549 -4.40959 0.0 -0.1 0.0
C 3.91952 -5.82935 1.84906 0.0 0.0 0.0
H 5.88506 -6.42575 2.45620 0.0 0.0 0.0
C -1.41047 1.19546 -5.45881 0.0 0.1 0.1
H 1.94345 -1.60499 -3.92401 0.0 0.0 0.0
C 3.64102 -3.49330 1.35698 -0.1 0.0 0.0
H 1.62096 3.02050 -0.56212 0.0 0.0 0.0
H 3.50621 -6.82542 1.93205 0.0 0.0 0.0
C 0.14833 -0.13013 4.89724 -0.1 0.1 -0.1
C 3.58708 1.02291 0.09794 -0.1 0.0 0.2
H 5.41442 -2.27677 1.56260 0.0 0.0 0.0
H -2.67175 2.36642 3.34175 0.0 0.0 0.0
H -1.95899 0.23146 5.18006 0.0 0.0 0.0
C 5.21361 -1.96026 -4.72377 0.0 0.0 0.0
C 5.78231 -1.23854 -3.68411 0.0 0.0 0.0
C -0.68235 -1.34592 -4.80103 0.0 0.0 0.1
C 1.78608 1.93261 -2.41821 0.2 0.0 0.4
C -0.82001 -1.01833 -6.13761 0.0 0.0 -0.1
H 5.84817 -2.42296 -5.46715 0.0 0.0 0.0
S -2.52359 3.50283 1.18336 0.0 0.0 0.0
C 5.78790 -4.32563 2.04536 0.0 0.0 0.0
H 1.03037 5.14598 -1.65425 0.0 0.0 0.0
H 3.89969 -0.63717 2.41030 0.0 0.1 0.1
C 3.59357 -0.76554 -2.81855 0.0 -0.1 0.0
H 1.85633 1.39702 1.35659 0.1 0.0 0.1
N -1.30896 1.38917 -1.80932 0.0 -0.1 0.2
H 1.06392 -0.27236 5.47348 0.0 0.0 0.1
H 0.57855 -2.61908 5.81533 0.0 0.0 0.0
C 1.55173 3.06691 -1.64369 -0.1 0.0 -0.1
C -1.24157 0.79153 -4.14228 -0.1 0.1 0.0
H -1.70424 2.21387 -5.67144 0.0 0.0 0.0
C -1.19263 0.27676 -6.47012 0.0 -0.1 0.0
C -2.14142 3.22188 2.93133 -0.1 0.1 -0.1
Bi -0.63190 -0.84230 -1.35695 0.4 0.2 -0.3
S -0.02459 -1.54414 3.77792 0.0 0.1 0.0
H -0.65271 -1.76512 -6.90004 0.0 0.0 0.0
C 1.13464 4.33373 -3.63987 0.0 0.0 0.0
C -1.50925 -3.96681 0.16247 0.0 0.1 0.1
C 0.65599 -4.15375 4.29247 0.0 0.0 0.0
H -1.80100 2.73929 -3.24340 0.0 0.0 -0.1
C 3.83479 -2.08976 -4.81347 0.0 0.0 0.0
Sb 2.34300 0.13851 -1.40170 -0.4 0.2 -0.9
C 1.70231 1.99530 -3.80030 0.0 0.2 -0.1
C 0.68639 -2.97886 0.17230 0.2 0.0 0.1
H 0.65292 -4.99381 4.98652 0.0 0.0 0.0
H -0.92017 0.98637 6.40376 0.0 0.0 0.0
H 0.89645 5.27388 -4.11930 0.0 0.0 0.0
C 2.88417 -0.33119 2.14481 -0.3 -0.1 0.0
H -1.00727 -3.16339 5.26149 0.0 0.0 0.0
H -0.81562 -2.65555 1.69284 0.1 0.0 0.1
O -0.00489 0.23878 0.42544 0.1 -0.1 0.1
H 2.26152 -0.39167 3.03419 0.0 0.0 -0.1
N -0.88601 -0.45903 -3.82829 0.1 0.1 0.2
H 0.11331 -4.46585 3.39783 0.0 0.0 0.0
C 3.10644 -4.77672 1.45020 0.1 0.0 0.0
H -2.50800 4.12093 3.42473 0.0 0.0 0.0
C -1.06229 0.09903 5.78608 0.0 0.0 0.0
C 2.88421 1.04344 1.46402 0.0 -0.2 0.1
N -1.62321 2.42277 -0.93777 0.0 -0.1 0.1
Sb 2.43117 -1.88677 0.71869 0.4 -0.2 0.3
H 0.22036 -4.91928 -2.58835 0.0 0.0 0.0
S -1.21366 0.84640 1.30524 0.0 0.1 0.0
H -1.31783 0.56124 -7.50573 0.0 0.0 0.0
H 4.47025 0.37685 0.13747 0.0 0.0 0.0
C -1.70660 2.21688 0.33864 -0.1 -0.1 0.0
H 5.43390 -0.06785 -1.92793 0.0 0.0 0.0
H 1.68882 -3.94305 4.01074 0.0 0.0 0.0
H 3.39526 -2.65416 -5.62530 0.0 0.0 0.0
H 2.06164 -4.95996 1.23107 0.0 0.0 0.0
H -2.47826 -4.08131 0.63076 0.0 -0.1 0.0
C -1.24224 -4.60266 -1.03980 0.0 0.0 -0.1
C -0.00742 -4.42021 -1.65527 -0.1 0.0 0.0
H -1.99255 -5.23331 -1.49725 0.0 0.0 0.0
C -1.47106 1.72578 -3.03544 0.0 0.0 -0.1
H 3.89328 2.01281 -0.23746 -0.1 0.0 0.0
H 6.85726 -1.13823 -3.61880 0.0 0.0 0.0
H 3.39510 1.74514 2.12658 0.1 0.0 0.0
C 0.00885 -2.93746 4.94137 0.0 -0.1 0.0
H 6.83080 -4.15406 2.27478 0.0 0.0 0.0
C 4.98428 -3.26790 1.64744 -0.1 0.0 0.0
H 1.91567 1.12739 -4.41167 0.0 -0.1 -0.1
```
Positions in Å, forces in eV/Å.



Among the records above, which one has the highest molar mass? C39H44BiN3OS3Sb2



Which of these has the highest molar mass? C39H44BiN3OS3Sb2



Number 1 is which compound? C39H44BHgN6O5S2